No. 1
A molecular structure, C54H45CoN3O5S2 in a non-equilibrium geometry. Source: OMol25; level of theory: ωB97M-V/def2-TZVPD.

The energy comes out at -4804.15588 Ha. Its charge is +1. As for the multiplicity: 5. Its maximum force is 1.22 eV/A.

Cartesian coordinates (Å):
Co: 0.26 -1.44 -1.72
S: 2.07 3.25 -0.97
S: -0.85 1.43 -0.51
O: 2.76 4.17 -1.93
O: -1.17 -2.81 -2.34
O: -0.58 -2.70 -0.24
O: 0.74 0.17 -3.04
O: -0.95 -0.04 -0.90
N: 1.65 1.06 -4.91
N: 0.61 -1.00 -4.98
N: 4.01 -8.14 -7.36
C: 3.73 -7.33 -6.59
C: 1.31 2.40 2.86
C: -3.39 -2.47 0.76
C: -2.34 5.06 3.42
C: -1.84 6.82 1.86
C: -4.16 1.23 1.82
C: 1.53 1.12 3.42
C: 0.70 5.60 -0.57
C: -3.33 -3.86 0.17
C: -6.22 2.65 2.02
C: 0.95 4.32 -0.05
C: -2.35 -4.20 -0.77
C: -0.68 4.68 1.70
C: 0.28 3.84 1.06
C: -3.15 2.84 -0.20
C: 2.23 -3.34 -2.94
C: 2.66 -4.33 -3.84
C: 5.33 2.21 2.07
C: 1.00 0.09 -4.27
C: -2.92 0.94 1.28
C: -1.32 -3.20 -1.13
C: 3.24 -5.53 -3.39
C: -0.91 5.99 1.20
C: 2.24 1.02 4.64
C: -4.90 2.33 1.38
C: 2.82 -5.11 -6.12
C: 3.62 1.56 0.49
C: 1.05 -0.03 2.75
C: 1.79 -2.47 -2.17
C: -1.44 4.23 2.81
C: 2.75 2.14 5.24
C: -2.52 6.37 2.95
C: 3.97 3.89 0.98
C: -0.20 6.42 0.05
C: -4.39 3.12 0.36
C: -3.26 -6.41 -0.93
C: 3.59 -6.50 -4.29
C: 0.37 0.07 1.57
C: 4.63 1.22 1.39
C: 3.29 2.89 0.30
C: -4.25 -6.10 0.00
C: 4.98 3.55 1.86
C: 2.57 3.41 4.65
C: -2.43 1.75 0.27
C: -4.26 -4.81 0.54
C: -1.23 -5.86 -2.31
C: 2.46 -4.13 -5.22
C: 3.38 -6.31 -5.66
C: 6.46 1.87 3.00
C: 1.86 3.54 3.49
C: 0.57 2.50 1.64
C: -5.28 -7.11 0.41
C: 0.11 1.34 1.03
C: -2.31 -5.49 -1.33
H: -5.11 -7.41 1.44
H: 3.11 0.79 -0.07
H: 1.25 5.91 -1.44
H: -4.56 0.60 2.61
H: 1.88 0.98 -5.88
H: 0.04 -1.68 -4.51
H: -1.23 -5.17 -3.15
H: -2.75 3.44 -1.01
H: -6.88 1.79 1.99
H: -6.71 3.48 1.53
H: 2.66 -4.96 -7.18
H: 5.52 4.32 2.38
H: 1.24 -1.00 3.19
H: -2.69 -2.39 1.59
H: -5.23 -7.99 -0.22
H: 4.88 0.18 1.55
H: -3.23 -7.41 -1.35
H: 6.19 2.10 4.03
H: 2.99 4.28 5.13
H: -2.90 4.71 4.27
H: -6.28 -6.68 0.34
H: 3.30 2.05 6.16
H: 2.02 -3.21 -5.56
H: -1.37 -6.87 -2.67
H: 0.03 -0.82 1.05
H: 1.71 4.51 3.05
H: -0.38 7.41 -0.33
H: -2.01 7.82 1.47
H: 2.38 0.05 5.08
H: 1.99 1.87 -4.37
H: 4.04 -7.43 -3.95
H: 3.39 -5.68 -2.33
H: -3.13 -1.71 0.02
H: -0.25 -5.79 -1.83
H: -2.35 0.10 1.63
H: -4.39 -2.26 1.13
H: -4.95 3.97 -0.01
H: 6.70 0.81 2.94
H: -3.22 7.03 3.47
H: -6.06 2.91 3.07
H: -5.03 -4.56 1.26
H: 0.70 -1.03 -5.98
H: 7.35 2.45 2.75
H: -1.31 3.21 3.16
H: 3.72 4.93 0.80

Atomic partial charges in e from the Löwdin method, atoms 1 to 2:
1 Co 0.7897
2 S 0.9902


No. 2
A molecular structure, C54H47Br2FeGeN6OP2Se2 in a non-equilibrium geometry. Source: OMol25; level of theory: ωB97M-V/def2-TZVPD.

Its energy above the lowest of the compared OMol25 structures with the same formula, charge and spin is 165.94 kcal/mol. The energy comes out at -16463.54085 Ha. Its charge is +1. As for the multiplicity: 5. Its maximum force is 4.03 eV/A.

Cartesian coordinates (Å):
Br: -5.33 1.94 -3.15
Br: -6.30 1.75 2.27
Se: 2.20 -1.84 1.13
Se: -0.34 0.67 -5.30
Ge: -3.66 0.87 4.18
Fe: 0.02 0.90 1.21
P: 2.29 -1.49 -1.02
P: 1.55 1.04 -4.12
O: -3.09 1.38 2.44
N: -0.50 0.90 -2.22
N: 0.75 2.95 1.48
N: 0.18 -0.38 -0.44
N: 0.88 0.78 3.11
N: -2.04 -0.75 -1.25
N: -1.48 1.13 0.13
C: 6.56 -0.30 -1.99
C: 6.04 0.03 -0.77
C: -5.21 -0.34 4.36
C: 2.24 2.70 -3.93
C: -1.63 -0.02 6.03
C: -0.76 -3.64 3.99
C: 2.78 0.09 -5.02
C: -7.26 -2.18 4.83
C: -1.07 0.17 -0.97
C: -3.76 2.58 5.12
C: -5.38 1.32 -0.44
C: 2.45 -5.06 -2.87
C: -5.00 1.41 0.89
C: -1.23 1.96 -2.71
C: 0.75 0.47 -2.55
C: 3.34 -2.05 -5.92
C: 3.74 4.17 -2.70
C: -1.53 -2.62 1.96
C: 1.81 -2.87 -2.06
C: 4.68 -0.11 -6.40
C: 0.17 -4.27 -2.99
C: -2.08 -0.12 4.68
C: 4.72 -0.33 -0.45
C: -3.21 2.09 -1.14
C: -5.38 -1.38 3.51
C: 2.50 4.98 -4.56
C: -1.82 -1.39 2.57
C: -0.96 -2.39 4.61
C: -7.14 -0.99 5.60
C: -4.55 1.86 -1.42
C: -1.54 -1.24 3.94
C: 3.15 2.91 -2.88
C: 1.66 3.12 2.66
C: -3.65 1.40 1.23
C: -1.04 -1.12 6.66
C: 4.49 -1.40 -2.59
C: 1.08 -5.28 -3.19
C: -6.06 -0.13 5.47
C: 2.07 3.69 -4.87
C: 5.85 -1.06 -2.87
C: 1.28 2.12 3.73
C: 3.26 5.27 -3.42
C: -2.41 2.49 -2.23
C: 3.97 -1.11 -1.35
C: 4.45 -1.48 -6.52
C: -0.70 -2.26 5.98
C: 2.42 -1.24 -5.27
C: 2.80 -3.90 -2.28
C: -0.99 -3.71 2.63
C: 0.45 -3.09 -2.35
C: 3.86 0.72 -5.67
C: -6.35 -2.35 3.77
C: -2.73 1.58 0.10
C: 1.16 -0.22 -1.39
H: 1.73 0.25 2.94
H: 3.14 -3.11 -5.97
H: 4.14 1.76 -5.36
H: 4.23 0.00 0.48
H: -0.85 -4.45 -3.36
H: -4.20 2.51 6.09
H: 1.68 4.15 3.11
H: 0.71 -6.30 -3.48
H: -0.81 -1.07 7.72
H: -4.28 3.29 4.42
H: -2.97 -0.39 -1.09
H: 0.26 0.33 3.78
H: 0.00 3.69 1.58
H: 3.54 6.33 -3.17
H: 2.64 2.87 2.35
H: 5.18 -2.10 -7.08
H: -0.43 -4.52 4.58
H: 3.51 2.12 -2.21
H: 0.36 2.47 4.27
H: -2.84 3.29 -2.80
H: -4.74 -1.55 2.64
H: 3.84 -3.72 -1.91
H: -2.14 -0.58 1.90
H: -8.00 -2.93 5.03
H: -5.96 0.74 6.11
H: 1.50 3.48 -5.80
H: 6.19 -1.27 -3.88
H: 2.08 2.02 4.45
H: 6.62 0.55 -0.01
H: -7.82 -0.84 6.44
H: -1.71 -2.74 0.92
H: -2.76 3.00 5.32
H: 1.52 -1.65 -4.81
H: -0.25 -3.10 6.52
H: 7.63 0.02 -2.26
H: -0.82 -4.67 2.15
H: -6.46 -3.19 3.12
H: -0.33 -2.35 -2.17
H: 3.13 -5.85 -3.08
H: -1.88 0.88 6.54
H: 3.96 -1.92 -3.36
H: 2.24 5.82 -5.20
H: -0.89 2.49 -3.64
H: 1.16 3.20 0.59
H: 4.55 4.35 -1.95
H: 5.56 0.36 -6.87
H: -6.41 0.96 -0.60

Atomic partial charges in e from the Löwdin method, atoms 1 to 2:
1 Br 0.8126
2 Br 0.8650


No. 3
A molecular structure, C54H47CeN3O3P2S3 in a non-equilibrium geometry. Source: OMol25; level of theory: ωB97M-V/def2-TZVPD.

Its energy above the lowest of the compared OMol25 structures with the same formula, charge and spin is 85.35 kcal/mol. The energy comes out at -4828.20117 Ha. Its charge is -2. As for the multiplicity: 1. Its maximum force is 4.60 eV/A.

Cartesian coordinates (Å):
Ce: 0.15 0.26 1.00
S: -2.80 1.60 -1.77
S: -5.55 -5.58 0.33
S: 2.81 0.90 0.40
P: 1.92 2.47 -0.63
P: -1.06 2.97 -1.52
O: 0.11 -1.94 -2.72
O: 0.97 -2.08 1.71
O: -4.43 -5.35 -2.06
N: 1.08 -3.70 -1.43
N: 0.83 -1.63 -0.58
N: -0.30 0.89 2.94
C: -1.40 -6.37 0.38
C: 0.17 0.45 4.19
C: 3.42 2.16 -2.98
C: 4.09 2.64 -4.07
C: -2.32 4.65 -5.00
C: 0.10 -6.63 2.18
C: -1.53 4.00 -5.98
C: -0.20 3.03 -4.23
C: -0.99 -7.15 1.43
C: -2.07 4.48 -3.65
C: -3.09 5.16 1.32
C: 1.38 -3.90 -0.09
C: 1.08 -2.45 0.44
C: 3.75 -3.19 0.00
C: 2.98 3.09 -1.98
C: -6.52 -6.55 -2.17
C: 5.09 -3.34 0.28
C: 0.59 -2.41 -1.72
C: 0.76 -5.47 1.80
C: -1.69 4.42 -0.51
C: -2.17 6.77 -0.17
C: 3.21 4.45 -2.12
C: -1.48 5.76 -0.88
C: -2.03 0.70 -0.38
C: -2.74 -2.78 0.98
C: 2.84 -4.20 0.19
C: -0.46 3.16 -5.57
C: 0.24 2.19 -0.78
C: 1.65 0.72 4.57
C: 5.62 -4.54 0.70
C: -0.61 1.30 5.21
C: 1.21 4.15 1.53
C: 0.47 -4.84 0.58
C: -2.44 4.12 0.63
C: -0.07 -1.06 4.39
C: -3.13 -1.63 0.30
C: 2.86 5.08 3.04
C: 3.87 4.81 2.13
C: 3.58 4.21 0.92
C: 1.53 4.77 2.78
C: 2.23 3.77 0.63
C: 4.37 4.03 -4.24
C: -1.04 3.61 -3.29
C: -2.26 -0.46 0.26
C: -3.00 6.43 0.89
C: -0.80 -5.18 0.00
C: -4.37 -1.78 -0.42
C: -3.49 -3.95 1.09
C: -4.66 -4.10 0.35
C: 4.77 -5.63 0.79
C: 3.91 4.93 -3.25
C: -5.42 -5.79 -1.47
C: -5.01 -3.01 -0.50
C: 3.40 -5.51 0.50
H: -6.94 -7.34 -1.51
H: 3.38 1.11 -2.78
H: 2.03 0.35 5.56
H: -0.29 2.36 5.22
H: -2.74 4.99 -2.90
H: -1.57 -8.07 1.61
H: 0.69 4.98 3.47
H: -2.24 -6.76 -0.16
H: 4.38 4.05 0.19
H: 1.24 -4.87 2.64
H: -2.04 7.82 -0.52
H: -1.19 -4.57 -0.87
H: 2.53 0.42 3.86
H: -3.14 -4.85 1.61
H: 2.74 -6.34 0.67
H: -5.93 -3.02 -1.13
H: 4.81 4.50 -5.12
H: -1.71 1.27 5.11
H: 0.46 -7.10 3.08
H: 4.31 2.00 -4.92
H: -3.56 7.13 1.46
H: -0.36 1.05 6.26
H: -1.77 4.12 -7.04
H: 4.86 5.20 2.33
H: -3.16 5.27 -5.26
H: -1.10 -1.30 4.16
H: -4.69 -0.96 -0.97
H: 5.10 -6.54 1.24
H: 4.12 5.92 -3.41
H: 0.53 -1.67 3.71
H: 3.45 -2.21 -0.38
H: 1.04 -4.47 -2.10
H: 0.12 4.03 1.30
H: -6.26 -6.86 -3.24
H: 6.69 -4.55 0.97
H: 2.95 5.08 -1.27
H: -0.89 5.94 -1.74
H: 5.74 -2.52 0.04
H: -2.43 3.06 0.95
H: 3.02 5.60 4.00
H: 0.61 2.37 -3.96
H: -1.76 -2.79 1.47
H: -7.34 -5.88 -2.37
H: 0.12 2.67 -6.30
H: -3.72 4.93 2.20
H: 1.86 1.78 4.64
H: 0.13 -1.29 5.50

Atomic partial charges in e from the Löwdin method, atoms 1 to 2:
1 Ce 0.6349
2 S 0.5814


No. 4
A molecular structure, C54H48BHfN8OP2 in a non-equilibrium geometry. Source: OMol25; level of theory: ωB97M-V/def2-TZVPD.

Its energy above the lowest of the compared OMol25 structures with the same formula, charge and spin is 145.99 kcal/mol. The energy comes out at -3355.13420 Ha. Its charge is +1. As for the multiplicity: 1. Its maximum force is 1.45 eV/A.

Cartesian coordinates (Å):
Hf: 0.30 1.24 0.85
P: -2.21 -3.43 -1.13
P: -0.04 -1.34 -3.37
O: 3.62 0.30 3.20
N: 1.40 -0.85 0.68
N: -0.66 0.74 -1.53
N: -5.83 -0.27 8.70
N: 0.59 3.59 1.37
N: 1.52 2.12 -2.43
N: 2.11 1.46 1.93
N: 1.79 1.58 -1.10
N: -0.88 2.13 -1.82
C: 3.91 2.23 -2.09
C: -1.71 -0.97 -5.62
C: -0.66 -3.92 2.70
C: -3.06 0.91 6.91
C: 0.25 5.95 1.19
C: 0.41 -0.96 -7.42
C: -2.49 -1.61 -0.77
C: 3.19 1.24 -1.13
C: -1.25 -3.33 1.59
C: -0.90 -0.90 -7.88
C: -4.64 -4.10 0.22
C: -1.23 0.33 3.73
C: 2.46 -0.88 1.51
C: -3.15 -0.82 4.74
C: -0.63 -6.03 1.55
C: 1.10 -1.97 0.02
C: 1.49 -0.35 -3.16
C: -2.74 2.21 -0.28
C: 1.60 3.80 2.22
C: 2.97 1.63 -3.98
C: -5.04 -0.18 7.87
C: -0.07 4.65 0.87
C: -2.58 -0.79 -2.07
C: 1.97 5.09 2.60
C: -4.66 -4.25 -2.18
C: 2.77 2.78 -2.96
C: 4.13 1.08 -3.12
C: -0.48 0.47 2.77
C: 2.29 2.61 2.79
C: -1.53 -4.08 0.45
C: -6.66 -4.72 -0.93
C: -1.95 -0.89 -6.98
C: 1.30 6.17 2.08
C: 1.81 -3.14 0.15
C: 2.80 0.36 2.31
C: -1.20 -5.44 0.44
C: 0.66 -1.03 -6.05
C: 2.90 -3.17 1.01
C: -3.97 -3.99 -0.99
C: 2.56 -0.87 -2.54
C: -2.02 1.72 0.75
C: -0.34 -5.27 2.68
C: -2.15 0.16 4.81
C: 1.59 1.08 -3.57
C: -6.00 -4.61 -2.15
C: 3.65 0.03 -2.09
C: -2.11 1.02 5.91
C: -4.09 -0.93 5.74
C: -1.30 -0.11 -2.58
C: -0.40 -1.04 -5.14
C: -5.98 -4.46 0.25
C: -4.05 -0.06 6.83
C: 3.23 -2.01 1.70
C: -1.97 2.68 -1.40
B: 0.25 3.01 -2.48
H: 2.59 -1.92 -2.29
H: -1.34 1.77 5.98
H: -2.54 -0.97 -4.93
H: 0.23 -1.94 -0.62
H: -6.49 -4.55 1.20
H: 3.35 2.81 2.96
H: 3.58 1.16 -0.13
H: -2.97 -0.83 -7.34
H: 0.36 0.58 -1.56
H: -4.13 -4.19 -3.12
H: -3.17 -1.49 3.89
H: 1.58 7.18 2.36
H: 4.48 -0.52 -1.64
H: -0.44 -3.32 3.57
H: -3.03 1.57 7.77
H: -1.70 -1.21 -0.12
H: 0.44 3.97 -1.79
H: 0.12 -5.73 3.55
H: -3.32 0.01 -1.93
H: -2.20 3.64 -1.85
H: -2.97 -1.44 -2.86
H: -0.89 4.43 0.20
H: 1.86 2.40 3.78
H: 0.83 1.33 -4.31
H: -1.59 0.56 -3.39
H: -7.70 -5.00 -0.91
H: -3.79 2.48 -0.24
H: -2.63 1.58 1.64
H: 2.79 5.22 3.30
H: -1.49 -2.27 1.63
H: -4.87 -1.69 5.68
H: -0.38 -7.09 1.54
H: 1.51 -4.01 -0.41
H: 1.68 -1.09 -5.70
H: 2.67 3.83 -3.18
H: -4.11 -3.92 1.15
H: -1.09 -0.86 -8.95
H: -6.53 -4.82 -3.07
H: -1.42 -6.03 -0.44
H: -0.01 3.29 -3.62
H: 5.08 0.90 -3.62
H: 4.04 -1.96 2.41
H: 3.15 1.79 -5.04
H: 4.68 2.89 -1.71
H: 3.47 -4.08 1.15
H: -3.43 -1.52 -0.23
H: 1.23 -0.95 -8.11
H: -0.30 6.76 0.75

Atomic partial charges in e from the Löwdin method, atoms 1 to 2:
1 Hf 1.6611
2 P 1.0537


What is the charge in the third record? -2